DFT (ωB97M-V/def2-TZVPD) results for a 3-piece molecular cluster, C3H14NO3 overall.

Structure (XYZ):
```
21
Properties=species:S:1:pos:R:3
C 0.7726 -0.5355 0.0404
C 1.7151 0.6050 -0.3294
C 1.2370 1.5121 -1.4278
O -0.0645 1.9671 -1.0814
N -0.3546 -0.1033 0.8647
H 1.2848 -1.3651 0.5267
H 0.3997 -0.9806 -0.8881
H 1.9450 1.0587 0.6487
H 2.6507 0.1137 -0.6044
H 1.9169 2.3507 -1.5911
H 1.1982 0.8769 -2.3205
H -0.2303 2.8487 -1.4212
H -0.0551 0.3101 1.7536
H -0.9873 -0.8742 1.0915
H -0.7467 0.7287 0.4046
H -1.9486 -2.0227 3.8897
H -1.3403 -2.8511 2.9104
O -1.3479 -1.9217 3.1737
H -1.9091 0.2366 -1.6197
H -2.2995 -1.2377 -2.3307
O -1.8363 -0.7162 -1.6897
```

Calculated values
**HOMO**: -14.73 eV
**Total charge**: +1
**LUMO energy**: -2.8 eV
**Frontier orbital gap**: 11.916 eV

DFT (ωB97M-V/def2-TZVPD) results for an isolated ion of composition C15H30N3O2 and charge +1.

Structure (XYZ):
```
50
Properties=species:S:1:pos:R:3
C -2.7440 -4.9485 -5.3841
O -2.1420 -3.6470 -5.7128
C -0.7011 -3.6036 -5.4194
C -0.2729 -4.1700 -3.9419
C 0.7211 -3.0115 -3.2578
C 1.4180 -3.5475 -1.8739
C 1.8697 -2.3328 -0.8337
C 0.5096 -1.5464 -0.3596
C 0.7666 -0.4982 0.9177
C -0.2356 0.8028 0.8333
C -1.0866 1.0857 2.2267
N -0.2350 1.5456 3.3892
C 0.3634 0.6813 4.5147
N 1.1671 1.5867 5.4553
N 1.1284 2.9183 5.0634
C 0.2772 2.9045 3.8124
C -0.1534 4.2127 2.9181
C 0.7630 5.5608 3.2088
C -0.2573 6.8522 2.9129
O -1.1278 6.5962 1.7181
H -3.0593 -4.8841 -4.2348
H -3.7404 -5.1213 -5.9857
H -1.9984 -5.8685 -5.5226
H -0.3824 -2.4565 -5.5068
H -0.0676 -4.1636 -6.2417
H -1.1538 -4.3060 -3.1836
H 0.3852 -5.1387 -4.0927
H 1.5158 -2.6353 -4.0537
H -0.0030 -2.0845 -3.0619
H 0.6357 -4.2474 -1.3334
H 2.3775 -4.1762 -2.1893
H 2.6279 -1.6451 -1.4276
H 2.4747 -2.7851 0.0888
H 0.1849 -0.8581 -1.2695
H -0.2891 -2.3500 -0.0658
H 0.7122 -1.0816 1.9337
H 1.8995 -0.1519 0.7971
H -0.9906 0.5791 -0.0625
H 0.4238 1.7205 0.5078
H -1.6513 0.0848 2.4859
H -1.9250 1.8853 1.9583
H 0.2441 -0.4749 4.6911
H 1.7094 1.2930 6.3210
H -0.2424 3.9979 1.7618
H -1.2564 4.5022 3.2712
H 1.1142 5.6598 4.3259
H 1.6811 5.6777 2.4889
H 0.3205 7.8522 2.7240
H -1.0018 7.0436 3.8029
H -0.5734 6.6913 0.8859
```

Calculated values
**HOMO**: -11.06 eV
**Total charge**: +1
**LUMO energy**: -4.3 eV
**Structure (SMILES)**: COCCCCCCCCCn1c[nH+]nc1CCCO
**Frontier orbital gap**: 6.745 eV

DFT (ωB97M-V/def2-TZVPD) results for C12H30IO6PS2Si2 as an isolated structure.

Structure (XYZ):
```
54
Properties=species:S:1:pos:R:3
C -3.3497 -0.1385 0.4218
C -3.6809 -0.5243 -1.0100
I -4.0084 1.3443 -2.0754
C -2.6092 -1.3486 -1.7604
Si -1.0465 -1.7732 -0.8175
O -1.3518 -2.6235 0.5841
Si -1.8846 -4.1931 0.5203
P -4.0548 -4.4642 1.1144
C -4.9270 -4.4716 -0.5007
O -4.5603 -3.0445 1.8064
H -3.2032 -1.0153 1.0514
H -2.4893 0.5270 0.4711
H -4.1859 0.4184 0.8476
H -4.6482 -1.0161 -1.0559
H -3.0664 -2.2700 -2.1304
H -2.2900 -0.8097 -2.6520
H -0.2402 -2.6630 -1.6916
H -0.2575 -0.5925 -0.5127
H -1.7600 -4.6825 -0.8787
H -1.0771 -5.0014 1.4503
H -4.4086 -5.1601 -1.1650
H -4.9446 -3.4776 -0.9542
H -5.9461 -4.8133 -0.3381
H -4.9315 -2.4433 1.1589
C 1.2009 0.8228 3.8885
C 2.1573 -0.3688 4.0455
C 2.5616 -0.8187 2.6351
S 2.4567 0.6495 1.6004
O 1.4106 0.4509 0.6260
O 3.7794 1.0529 1.1957
C 1.8514 1.7528 2.8682
H 1.0293 1.3328 4.8347
H 0.2357 0.4764 3.5130
H 3.0428 -0.0550 4.6011
H 1.6971 -1.1869 4.5968
H 3.5779 -1.2004 2.5869
H 1.8685 -1.5525 2.2273
H 1.1680 2.4667 2.4138
H 2.7139 2.2710 3.2854
C 3.6588 3.6727 -3.4424
C 3.3583 2.1931 -3.1664
C 2.9708 2.0683 -1.6868
S 2.2569 3.6514 -1.2229
O 3.1040 4.2874 -0.2445
O 0.8433 3.5086 -0.9819
C 2.5122 4.4522 -2.8074
H 3.7380 3.8806 -4.5085
H 4.6036 3.9549 -2.9734
H 2.5267 1.8699 -3.7962
H 4.2110 1.5569 -3.3985
H 2.2319 1.2942 -1.5070
H 3.8344 1.9039 -1.0490
H 2.7302 5.5040 -2.6391
H 1.5902 4.3452 -3.3780
```

Calculated values
**HOMO**: -8.36 eV
**LUMO energy**: 0.4 eV
**Frontier orbital gap**: 8.749 eV

DFT (ωB97M-V/def2-TZVPD) results for one molecule with the formula C4H7N3.

Structure (XYZ):
```
14
Properties=species:S:1:pos:R:3
N -2.4397 -0.4634 0.0391
C -1.1019 -0.1880 -0.2212
C 0.0005 -1.0046 -0.0032
C 1.1129 -0.1203 0.0660
N 2.4184 -0.4150 0.4635
C 0.6762 1.1688 -0.2155
N -0.6855 1.0447 -0.5414
H -3.0732 0.3113 -0.1005
H -2.5397 -0.8660 0.9619
H -0.0271 -2.0862 0.0489
H 3.0630 0.2821 0.1154
H 2.7403 -1.3442 0.2290
H 0.7931 1.9689 0.5033
H -1.2714 1.8276 -0.7755
```

Calculated values
**HOMO**: -6.90 eV
**LUMO energy**: 0.9 eV
**Structure (SMILES)**: Nc1c[nH]c(N)c1
**Frontier orbital gap**: 7.837 eV

DFT (ωB97M-V/def2-TZVPD) results for one molecule with the formula C4H13N3O.

Structure (XYZ):
```
21
Properties=species:S:1:pos:R:3
C -1.9100 1.1620 0.5257
C -1.3947 -0.7233 -1.2104
C 0.2595 -1.1220 1.2515
C 2.6178 0.6449 -0.1815
N -0.8353 0.3281 -0.3412
N 0.3877 0.0197 0.3525
N 1.4369 -0.1120 -0.5834
O -1.9379 2.2363 -0.2663
H -0.8830 1.4106 -0.8235
H 1.6618 -1.0919 -0.7431
H -2.8214 0.5411 0.5938
H -1.4410 1.2748 1.5187
H -2.2389 -0.2833 -1.7388
H -0.6425 -1.0322 -1.9354
H -1.7381 -1.5807 -0.6310
H 1.1594 -1.1659 1.8646
H 0.1442 -2.0813 0.7251
H -0.5963 -0.9733 1.9088
H 3.0166 0.3523 0.7988
H 3.3923 0.4931 -0.9350
H 2.3628 1.7030 -0.1501
```

Calculated values
**HOMO**: -8.35 eV
**LUMO energy**: 0.7 eV
**Structure (SMILES)**: CNN(C)[N@@H+](C)C[O-]
**Frontier orbital gap**: 9.059 eV

DFT (ωB97M-V/def2-TZVPD) results for C7H8IO2Si as an isolated structure.

Structure (XYZ):
```
19
Properties=species:S:1:pos:R:3
C 1.0390 1.3653 -1.1531
C 2.1884 1.0736 -0.3100
C -0.2434 1.4832 -0.7773
C 2.3428 0.0111 0.4813
C -2.9090 -2.2305 -0.2062
C -0.7387 1.4734 0.5705
C -0.5409 1.7093 1.8153
O -3.4644 -2.5189 -1.1725
O -2.2739 -2.1703 0.7506
Si 1.1588 -1.4367 0.6126
I -3.9767 0.6096 -0.0294
H 1.2853 1.5576 -2.1952
H 3.0035 1.7937 -0.3971
H -0.9867 1.6830 -1.5435
H 3.2469 -0.0477 1.0743
H -1.8818 1.2518 0.5948
H 1.9962 -2.6060 0.9674
H 0.6180 -1.7427 -0.7140
H 0.1369 -1.2589 1.6314
```

Calculated values
**HOMO**: -4.43 eV
**Total charge**: -1
**LUMO energy**: 3.2 eV
**Frontier orbital gap**: 7.654 eV